#i
# C19H19NO3

The molecule C19H19NO3 (ωB97M-V/def2-TZVPD, the Open Molecules 2025 dataset).

## Properties
frontier orbital gap	8.0	eV
2S+1	1
LUMO level	0.68	eV
structure (SMILES)	COc1ccccc1OCCCn1cc(C=O)c2ccccc21
HOMO energy	-0.26706	Ha

Atoms and positions in Å:
C  1.382  -2.823  -1.975
O  0.540  -2.479  -0.693
C  -0.488  -1.704  -0.906
C  -1.037  -1.094  -2.233
C  -1.909  -0.277  -2.077
C  -2.422  -0.004  -0.903
C  -2.303  -0.696  0.347
C  -1.199  -1.599  0.313
O  -0.759  -2.188  1.407
C  -0.215  -1.631  2.711
C  1.230  -1.521  2.482
C  1.669  0.038  2.203
N  1.492  0.619  0.976
C  1.936  0.434  -0.332
C  1.339  1.041  -1.253
C  1.657  0.907  -2.648
O  2.366  0.226  -3.140
C  0.132  1.874  -0.450
C  -0.607  2.716  -0.964
C  -1.632  3.256  -0.144
C  -1.288  2.937  1.344
C  -0.476  2.125  1.853
C  0.507  1.518  0.882
H  2.064  -3.434  -1.681
H  0.802  -3.249  -2.746
H  2.016  -2.087  -2.382
H  -0.305  -1.438  -2.877
H  -2.306  0.179  -2.860
H  -3.207  0.735  -0.679
H  -2.869  -0.484  1.275
H  -0.685  -0.540  2.547
H  -0.496  -2.126  3.628
H  1.546  -1.927  1.414
H  1.791  -1.759  3.444
H  2.884  0.110  2.323
H  1.419  0.722  2.932
H  2.587  -0.410  -0.353
H  0.873  1.600  -3.145
H  -0.866  2.926  -1.921
H  -2.297  4.089  -0.612
H  -2.172  3.586  1.990
H  -0.696  1.829  2.901

Results of the natural (NBO) charge analysis, in e, for atoms 1 through 2:
1. C -0.259
2. O -0.500

=====

#ii
# C19H19NO3

The molecule C19H19NO3 (ωB97M-V/def2-TZVPD, the Open Molecules 2025 dataset).

## Properties
frontier orbital gap	8.9	eV
2S+1	1
LUMO level	-0.03	eV
structure (SMILES)	O=C(O)/C=C/C(=O)NCCC(c1ccccc1)c1ccccc1
HOMO energy	-0.32983	Ha

Atoms and positions in Å:
O  -5.392  -1.355  1.307
C  -4.822  -0.663  0.502
O  -5.133  -0.689  -0.805
C  -3.728  0.267  0.827
C  -3.073  0.987  -0.082
C  -1.917  1.834  0.312
O  -1.670  2.133  1.463
N  -1.169  2.248  -0.741
C  0.127  2.856  -0.559
C  1.279  1.864  -0.750
C  1.224  0.703  0.256
C  0.141  -0.323  0.010
C  -0.421  -0.959  1.112
C  -1.386  -1.937  0.959
C  -1.809  -2.303  -0.307
C  -1.257  -1.682  -1.413
C  -0.289  -0.704  -1.255
C  2.572  0.011  0.306
C  3.426  0.234  1.377
C  4.670  -0.369  1.428
C  5.077  -1.207  0.405
C  4.232  -1.437  -0.667
C  2.989  -0.832  -0.716
H  -5.854  -1.320  -0.955
H  -3.454  0.325  1.870
H  -3.335  0.934  -1.129
H  -1.371  1.870  -1.653
H  0.140  3.250  0.460
H  0.232  3.686  -1.264
H  1.286  1.490  -1.775
H  2.215  2.405  -0.596
H  1.037  1.141  1.242
H  -0.100  -0.677  2.104
H  -1.812  -2.414  1.829
H  -2.562  -3.066  -0.430
H  -1.578  -1.961  -2.406
H  0.124  -0.241  -2.141
H  3.115  0.887  2.181
H  5.322  -0.186  2.270
H  6.047  -1.680  0.443
H  4.541  -2.092  -1.468
H  2.335  -1.030  -1.552

Results of the natural (NBO) charge analysis, in e, for atoms 1 through 2:
1. O -0.576
2. C 0.749

=====

Which structure is most stable? #ii, by 13.508 eV over the runner-up.

=====

#i
# C10H15N2

The ion C10H15N2 with charge +1 (ωB97M-V/def2-TZVPD, the Open Molecules 2025 dataset).

## Properties
frontier orbital gap	9.6	eV
2S+1	1
LUMO level	-2.87	eV
net charge	+1
structure (SMILES)	C[N+](C)=C(N)Cc1ccccc1
HOMO energy	-0.45785	Ha

Atoms and positions in Å:
C  -2.599  0.710  -0.470
N  -1.589  -0.278  -0.168
C  -1.495  -1.462  -0.986
C  -0.868  -0.004  0.880
N  -1.081  1.073  1.617
C  0.245  -0.846  1.405
C  1.421  -0.295  0.617
C  2.053  -1.064  -0.358
C  3.134  -0.687  -1.114
C  3.580  0.588  -0.886
C  2.914  1.512  -0.023
C  1.883  1.080  0.807
H  -2.087  1.765  -0.632
H  -3.287  0.666  0.320
H  -3.205  0.401  -1.320
H  -2.418  -2.048  -0.925
H  -0.617  -2.115  -0.933
H  -1.435  -1.011  -2.043
H  -0.516  1.251  2.431
H  -1.965  1.572  1.682
H  0.378  -0.643  2.464
H  0.062  -1.812  1.227
H  1.608  -2.039  -0.524
H  3.515  -1.391  -1.865
H  4.446  1.041  -1.515
H  3.176  2.546  -0.017
H  1.222  1.701  1.398

Results of the natural (NBO) charge analysis, in e, for atoms 1 through 2:
1. C -0.436
2. N -0.337

=====

#ii
# C10H15N2

A cluster of 2 separate species, C10H15N2 in total (ωB97M-V/def2-TZVPD, the Open Molecules 2025 dataset).

## Properties
frontier orbital gap (alpha / beta)	6.7 / 6.7	eV
2S+1	1
LUMO level (alpha / beta)	-4.90 / -4.90	eV
net charge	+1
HOMO energy (alpha / beta)	-0.42528 / -0.42521	Ha

Atoms and positions in Å:
C  -1.089  -0.558  -1.702
C  0.111  0.089  -1.452
C  -1.950  0.360  0.259
C  -2.092  -0.576  -0.757
C  0.255  0.857  -0.211
C  2.050  -1.581  -0.383
C  2.792  -0.882  0.358
C  -3.298  -1.388  -0.955
C  3.583  -0.447  1.480
C  -0.944  2.098  1.532
N  -0.911  1.067  0.523
N  1.318  1.344  0.298
H  -1.262  -1.105  -2.646
H  0.815  0.227  -2.225
H  -2.974  0.621  0.690
H  1.365  -0.934  -1.004
H  2.223  -2.526  -0.917
H  -3.810  -1.495  0.071
H  -3.005  -2.157  -1.624
H  -4.059  -0.791  -1.513
H  3.033  0.127  2.207
H  4.316  0.213  0.962
H  4.101  -1.235  2.125
H  -1.960  2.283  1.954
H  -0.183  2.026  2.304
H  -0.592  2.967  0.923
H  2.168  1.394  -0.297

Results of the natural (NBO) charge analysis, in e, for atoms 1 through 2:
1. C -0.077
2. C -0.395

=====

Which structure is most stable? #i, by 4.264 eV over the runner-up.

=====

#i
# C5H35NO14

A cluster of 14 separate species, C5H35NO14 in total (ωB97M-V/def2-TZVPD, the Open Molecules 2025 dataset).

## Properties
frontier orbital gap	8.8	eV
2S+1	1
LUMO level	-0.09	eV
HOMO energy	-0.32854	Ha

Atoms and positions in Å:
O  -1.182  1.182  -0.952
C  -0.609  1.525  -0.031
C  1.045  1.362  0.166
C  1.648  0.517  -0.958
C  1.202  -0.817  -0.828
C  1.714  -1.872  -1.535
N  1.435  2.769  0.062
H  -0.904  1.900  0.920
H  1.114  0.922  1.137
H  2.720  0.644  -1.083
H  1.264  1.045  -1.879
H  0.302  -0.930  -0.165
H  1.452  -2.827  -1.250
H  2.273  -1.605  -2.449
H  1.421  2.896  -1.003
H  2.279  2.901  0.609
H  0.924  3.719  1.905
H  -0.471  3.951  2.079
O  0.249  3.540  2.620
H  -1.435  -3.218  2.609
H  -1.707  -1.790  2.458
O  -2.110  -2.585  2.325
H  3.171  0.831  1.871
H  4.667  1.321  1.898
O  3.843  1.393  1.455
H  -1.439  -0.069  1.309
H  -0.174  -0.115  2.226
O  -0.606  -0.423  1.516
H  1.123  -0.282  3.529
H  1.073  -1.401  2.397
O  1.758  -0.683  2.852
H  -1.172  0.949  4.162
H  -0.081  1.786  3.492
O  -0.241  0.830  3.835
H  -2.028  -0.702  -3.055
H  -1.108  -0.061  -2.210
O  -1.036  -0.612  -2.970
H  -4.207  -2.086  0.828
H  -2.798  -1.349  0.802
O  -3.688  -1.356  0.539
H  3.420  -1.208  0.825
H  3.613  -1.564  -0.597
O  4.100  -1.692  0.256
H  -3.586  -2.116  -3.039
H  -3.450  -0.788  -2.197
O  -3.663  -1.099  -3.142
H  -3.041  1.478  -0.215
H  -4.124  1.338  0.887
O  -3.260  1.680  0.660
H  0.530  0.099  -3.940
H  0.959  1.009  -5.020
O  1.001  0.998  -3.985
H  -0.787  -2.370  -3.146
H  -0.310  -3.620  -3.538
O  -1.084  -3.342  -3.045

Results of the natural (NBO) charge analysis, in e, for atoms 1 through 2:
1. O -0.597
2. C 0.502

=====

#ii
# C5H35NO14

A cluster of 14 separate species, C5H35NO14 in total (ωB97M-V/def2-TZVPD, the Open Molecules 2025 dataset).

## Properties
frontier orbital gap	9.1	eV
2S+1	1
LUMO level	-0.32	eV
HOMO energy	-0.34556	Ha

Atoms and positions in Å:
O  1.679  0.613  0.875
C  1.849  0.230  -0.264
C  0.685  0.034  -1.181
C  -0.700  0.426  -0.647
C  -1.796  -0.613  -0.863
C  -3.148  0.201  -2.656
N  -2.199  -0.562  -2.287
H  2.853  0.295  -0.710
H  0.697  -0.955  -1.642
H  0.852  0.588  -2.113
H  -0.955  1.292  -1.251
H  -0.601  0.742  0.392
H  -1.480  -1.637  -0.764
H  -2.486  -0.471  -0.035
H  -3.661  0.804  -1.933
H  -3.297  0.225  -3.728
H  3.974  0.187  1.440
H  4.077  1.757  1.869
O  4.305  1.062  1.259
H  3.074  -1.891  3.106
H  2.783  -0.845  2.079
O  3.518  -1.364  2.439
H  -1.440  -3.692  0.045
H  -1.708  -4.168  1.395
O  -1.420  -3.363  0.962
H  -1.586  2.568  3.231
H  -2.939  1.962  3.248
O  -2.398  2.531  2.703
H  3.199  -2.644  -1.701
H  3.109  -1.811  -2.907
O  2.919  -2.717  -2.647
H  2.909  3.179  -1.615
H  3.506  1.959  -1.977
O  2.730  2.468  -2.253
H  -0.093  -1.494  1.658
H  0.379  -2.191  2.805
O  0.703  -1.962  1.954
H  -2.457  3.352  -2.544
H  -3.273  3.430  -1.270
O  -3.052  2.824  -2.004
H  1.410  -2.554  -0.066
H  2.774  -2.436  0.733
O  2.357  -2.624  -0.118
H  -4.475  -0.413  -0.321
H  -3.710  0.658  0.386
O  -4.609  0.417  0.146
H  0.656  1.710  3.764
H  0.824  2.450  2.452
O  0.407  2.526  3.320
H  0.579  -3.577  -1.981
H  0.724  -3.957  -0.489
O  0.212  -4.134  -1.285
H  -2.427  4.053  1.037
H  -1.606  3.421  -0.141
O  -2.226  4.109  0.096

Results of the natural (NBO) charge analysis, in e, for atoms 1 through 2:
1. O -0.621
2. C 0.478

=====

Which structure is most stable? #ii, by 2.172 eV over the runner-up.